119
Properties=species:S:1:pos:R:3:forces:R:3 method="wB97M-V/def2-TZVPD" charge=-1 molar_mass_da=1005.93 lumo_energy_ev=0.9
C 9.5260 0.6123 -1.7237 -0.7 0.4 0.5
C 9.1069 2.1372 -1.5618 -0.1 -0.3 -0.5
C 8.8608 2.8092 -2.9661 0.6 -0.2 0.4
C 7.6249 2.1168 -3.7036 0.7 1.5 0.8
C 6.4741 3.1770 -3.8639 -0.8 -0.7 -0.6
C 5.0079 2.5206 -3.8004 1.3 1.2 0.5
C 4.1521 3.4199 -2.8412 -1.1 -0.3 0.1
C 2.5673 3.2781 -3.0420 2.0 -0.8 0.6
C 2.2284 3.5825 -4.5501 -1.0 0.0 -0.5
C 1.5184 2.4109 -5.3199 0.5 0.3 -1.1
C 2.4215 1.1783 -5.6710 -0.9 -1.4 0.8
S 3.2648 1.3068 -7.3058 0.2 -1.1 0.0
C 3.7201 -0.3844 -7.7749 -0.1 0.4 0.4
S 4.7935 -0.6923 -8.9804 -0.9 0.3 1.0
N 3.0988 -1.4405 -6.9997 0.1 -0.6 0.3
C 1.7922 -1.9213 -7.0880 -0.9 -1.2 1.3
C 1.6352 -2.9327 -6.0852 1.6 2.5 -2.0
N 2.8700 -3.0611 -5.4411 -0.5 0.6 -0.8
C 3.7068 -2.1890 -5.9931 -0.9 -0.9 0.6
O 2.4072 1.8707 -2.7205 -0.7 1.0 0.0
P 1.3035 1.4844 -1.4465 -2.7 0.3 -0.5
N -0.1727 1.5136 -2.5036 0.5 0.9 -0.1
I 1.4416 -0.9502 -2.2907 0.3 -1.5 -0.7
C 0.0047 1.1465 -0.0136 0.4 -0.5 1.5
C -0.1474 -0.3367 0.3930 -1.2 0.6 -0.1
O -1.1370 -0.9272 0.0938 0.1 -0.3 0.2
F 0.7742 -1.0438 1.1432 -0.1 1.2 -0.6
P 2.9917 0.8479 -0.1286 0.9 -0.5 1.5
S 2.8938 1.4831 1.7224 0.2 0.6 0.3
O 1.2086 3.1052 -0.9269 1.1 -0.8 -1.9
C 1.7786 4.0506 -1.8870 -1.8 0.5 1.5
C 0.4609 4.8908 -2.3026 -0.1 -1.5 0.3
O 0.6240 6.3288 -2.2748 -0.1 -0.5 -1.9
C 1.0273 6.8654 -3.4541 0.5 2.2 0.9
F 0.2271 6.5714 -4.5167 1.1 -0.3 0.8
F 2.3468 6.6224 -3.7314 -1.7 -0.3 -0.3
F 0.9512 8.2333 -3.3036 0.0 -1.4 -0.2
P 2.6747 5.2895 -0.7567 2.0 2.3 0.5
N 1.5628 5.7376 0.5356 -0.4 -1.1 -1.4
O 3.9447 4.5841 0.0914 -1.5 -0.8 -1.2
H 9.1531 0.1649 -2.6749 0.3 0.4 0.6
H 10.6312 0.4659 -1.6851 -0.9 0.2 0.1
H 9.0194 0.0599 -0.8912 0.8 0.2 -0.7
H 9.8952 2.6455 -0.9523 -0.6 -0.2 -0.6
H 8.1465 2.2265 -0.9864 0.8 -0.2 -0.4
H 9.8135 2.7104 -3.5534 -0.8 0.0 0.3
H 8.7034 3.9162 -2.8453 0.0 -1.0 -0.1
H 8.0080 1.7144 -4.6697 -0.7 0.1 0.6
H 7.2737 1.2958 -3.0341 0.2 0.4 -0.7
H 6.5499 3.6897 -4.8598 0.1 -0.3 0.9
H 6.5254 3.9811 -3.0873 0.2 -0.8 -0.5
H 4.6478 2.4529 -4.8489 0.0 -0.2 0.9
H 5.1337 1.5191 -3.3281 -0.5 0.5 -0.6
H 4.3276 2.9931 -1.8186 0.0 0.8 -0.9
H 4.4364 4.5039 -2.8564 -0.1 -0.9 -0.1
H 1.5553 4.4721 -4.6821 0.7 -0.8 0.4
H 3.1363 3.8540 -5.1557 -0.6 -0.3 0.9
H 0.5919 2.0239 -4.8454 0.9 0.4 0.0
H 1.1890 2.8501 -6.3077 0.2 -0.4 0.9
H 3.1471 0.8954 -4.8664 -0.6 0.5 -0.8
H 1.7338 0.2900 -5.7484 0.7 0.8 0.0
H 1.0357 -1.5512 -7.8017 0.9 -0.1 0.5
H 0.6901 -3.4726 -5.8965 1.1 0.2 0.1
H 4.7487 -2.1354 -5.6340 -0.7 0.5 -0.7
H -0.1812 0.7290 -3.1481 0.0 0.5 -0.1
H -0.2766 2.4112 -2.9773 0.0 -0.4 -0.1
H 0.1735 1.8331 0.8585 0.4 -1.0 -0.6
H -0.9901 1.4416 -0.4198 1.0 -0.6 0.2
H 2.9951 -0.5804 -0.0644 0.2 0.7 -0.4
H 4.2813 1.1992 -0.6352 -0.4 -0.3 -0.4
H 0.0232 4.5070 -3.2629 0.5 0.7 0.6
H -0.3085 4.6541 -1.5238 0.9 0.4 -0.6
H 1.1633 6.6458 0.2864 0.3 -0.3 0.0
H 0.7777 5.0811 0.5939 0.3 0.1 0.4
H 3.8523 3.6130 0.1714 -0.1 0.3 0.7
C -4.4265 -2.1335 3.8935 0.1 0.1 0.0
C -4.3521 -3.6431 3.7090 0.1 0.1 0.0
N -4.4467 -4.0650 2.3227 -0.3 -0.2 -0.2
C -4.6670 -5.4948 2.1692 -0.2 -0.1 0.1
C -3.5641 -6.4430 2.6486 0.0 -0.2 -0.1
C -3.4751 -3.4769 1.4055 0.2 0.4 0.0
C -1.9909 -3.6753 1.7143 0.2 -0.1 -0.2
H -5.3264 -1.7231 3.4288 0.1 0.0 -0.1
H -4.4597 -1.8926 4.9594 0.0 0.0 0.0
H -3.5557 -1.6264 3.4739 -0.1 0.0 0.0
H -5.1915 -4.0766 4.2645 0.0 -0.2 -0.2
H -3.4353 -4.0133 4.1895 0.0 0.0 0.1
H -4.8874 -5.7144 1.1197 0.1 0.2 0.0
H -5.5874 -5.7523 2.7074 0.0 0.1 0.1
H -2.7138 -6.4498 1.9671 0.0 0.1 0.1
H -3.9501 -7.4663 2.6833 0.0 0.0 0.0
H -3.2096 -6.1958 3.6503 0.0 0.0 0.0
H -3.6663 -2.4011 1.3502 0.0 0.0 0.1
H -3.6747 -3.8348 0.3910 -0.1 -0.2 0.1
H -1.7536 -3.4984 2.7656 0.0 0.0 0.0
H -1.4017 -2.9688 1.1280 -0.1 0.0 0.0
H -1.6491 -4.6743 1.4427 0.0 0.0 0.1
C -9.1289 -3.8851 9.5804 -0.1 -0.1 0.0
C -8.3977 -2.7390 8.8939 -0.1 -0.1 0.0
N -7.2083 -3.1568 8.1712 0.3 0.0 0.0
C -6.3585 -2.0457 7.7653 0.1 0.2 0.1
C -6.9282 -1.0434 6.7585 0.1 0.1 -0.2
C -7.3984 -4.1955 7.1685 -0.2 -0.3 0.1
C -8.3956 -3.9237 6.0390 0.0 -0.1 -0.2
H -8.4577 -4.4434 10.2368 0.0 0.0 -0.1
H -9.9443 -3.4907 10.1914 0.0 0.0 0.0
H -9.5695 -4.5786 8.8611 0.0 0.0 0.0
H -8.1006 -2.0337 9.6761 0.2 0.1 -0.2
H -9.1064 -2.2052 8.2449 -0.1 0.1 0.0
H -5.4143 -2.4386 7.3747 -0.1 -0.2 0.0
H -6.0769 -1.4910 8.6676 -0.1 -0.1 0.1
H -6.9560 -1.4574 5.7505 -0.1 0.0 0.0
H -6.2867 -0.1588 6.7191 0.0 0.0 0.0
H -7.9300 -0.7051 7.0279 0.0 0.0 0.0
H -7.7104 -5.1111 7.6814 0.0 0.1 0.1
H -6.4301 -4.4532 6.7288 0.1 0.2 0.1
H -9.3325 -3.4963 6.4012 0.0 0.0 0.0
H -8.6424 -4.8633 5.5370 0.0 0.0 0.0
H -7.9801 -3.2610 5.2807 -0.1 0.1 0.0